{"formula": "C13H16N6O3S2", "method": "the ωB97M-V functional and the def2-TZVPD basis", "species": ["C", "C", "O", "C", "O", "C", "C", "C", "N", "C", "N", "C", "O", "C", "S", "C", "N", "C", "N", "C", "C", "N", "N", "S", "H", "H", "H", "H", "H", "H", "H", "H", "H", "H", "H", "H", "H", "H", "H", "H"], "coordinates": [[1.16478, 2.65409, -1.21048], [2.16362, 2.72551, -0.06495], [2.70409, 1.43261, 0.21582], [3.76064, 1.04369, -0.50225], [4.35546, 1.74502, -1.27364], [4.13021, -0.40289, -0.19976], [2.94341, -1.19521, 0.21650], [2.72202, -1.84193, 1.38911], [1.49797, -2.41470, 1.52708], [0.77749, -2.21161, 0.47310], [-0.53126, -2.60912, 0.36895], [-1.33004, -2.08481, -0.61741], [-0.84957, -1.51524, -1.57089], [-2.79930, -2.39647, -0.46323], [-3.78713, -0.92011, -0.88321], [-2.85931, 0.28759, -0.02078], [-3.23722, 1.53015, -0.21632], [-2.51805, 2.47489, 0.40411], [-2.86875, 3.75666, 0.14233], [-1.44221, 2.14261, 1.22577], [-1.14814, 0.78809, 1.37403], [-0.17350, 0.36092, 2.21507], [-1.86978, -0.14948, 0.73866], [1.52852, -1.30006, -0.80220], [0.69621, 3.62366, -1.35168], [0.39473, 1.91630, -0.99703], [1.67349, 2.36983, -2.12805], [1.68166, 3.04374, 0.86212], [2.98350, 3.40820, -0.31044], [4.59419, -0.81172, -1.10076], [4.87739, -0.40467, 0.59787], [3.41861, -1.93386, 2.20261], [-0.93014, -3.03978, 1.19064], [-3.09869, -3.15640, -1.18533], [-3.04644, -2.71520, 0.54806], [-2.52895, 4.49563, 0.73070], [-3.73260, 3.89298, -0.35319], [-0.86390, 2.89822, 1.73104], [0.53648, 1.01873, 2.48604], [0.10759, -0.60459, 2.16921]], "nbo_charge": [-0.64, -0.07, -0.52, 0.81, -0.59, -0.54, -0.24, -0.06, -0.51, 0.22, -0.63, 0.72, -0.60, -0.62, 0.31, 0.31, -0.56, 0.44, -0.78, -0.45, 0.45, -0.78, -0.61, 0.47, 0.22, 0.22, 0.22, 0.18, 0.20, 0.25, 0.25, 0.21, 0.42, 0.26, 0.23, 0.39, 0.41, 0.21, 0.39, 0.41], "smiles": "CCOC(=O)Cc1cnc(NC(=O)CSc2nc(N)cc(N)n2)s1", "max_force_ha_per_bohr": 0.0202, "e_tot_ha": -1855.71197}